Computed, not measured: a molecular structure, C4H11AlNO at a distorted geometry, with ωB97M-V/def2-TZVPD.

Properties
**E**: -529.967358 hartree
**Orbital gap**: 4.385 eV
**F_max**: 2.82 eV/Å
**E_LUMO**: -18.92 eV

Structure (ORCA input):
```
! wB97M-V def2-TZVPD RIJCOSX def2/J DEFGRID3
* xyz 3 1
Al -1.296 2.982 1.611
C 0.308 -1.948 1.070
C 0.467 -0.401 0.861
C 0.368 -0.057 -0.658
O -0.098 1.220 -0.903
C -0.255 1.582 -2.266
N -0.510 0.199 1.731
H -0.650 -2.400 0.785
H 0.518 -2.278 2.090
H 1.048 -2.426 0.399
H 1.478 -0.120 1.177
H -0.261 -0.739 -1.263
H 1.411 -0.234 -1.009
H -1.065 1.040 -2.799
H 0.644 1.298 -2.836
H -0.477 2.647 -2.338
H -1.398 -0.338 1.643
H -0.232 -0.027 2.706
*
```

Here are the Löwdin charges for atoms 1 to 6, given in e:
1. Al 1.31
2. C 0.09
3. C -0.29
4. C -0.07
5. O -0.08
6. C 0.06